The following is a DFT calculation (ωB97M-V with the def2-TZVPD basis set) of 2 unconnected molecules or ions with the total composition C4H10NO.

Each atom is followed by the atoms it is bonded to, with distances in Å.
Atoms and positions in Å:
1 C -1.32931 1.44151 1.15390  C2 1.494, H6 1.085, H7 1.091, H8 1.085
2 C -0.33351 0.92322 0.16792  C1 1.494, C3 1.325, N5 1.441
3 C -0.16833 1.36743 -1.06967  C2 1.325, H9 1.079, H10 1.081
4 C 0.12807 -1.00824 1.53040  N5 1.269, H11 1.089, H12 1.078
5 N 0.25730 -0.36191 0.44573  C2 1.441, C4 1.269, H13 1.040
6 H -0.99670 1.55533 2.18068  C1 1.085
7 H -2.21696 0.80920 1.10615  C1 1.091
8 H -1.67569 2.42393 0.85163  C1 1.085
9 H 0.44207 0.83577 -1.78261  C3 1.079
10 H -0.62213 2.28756 -1.40958  C3 1.081
11 H 0.52185 -2.02095 1.61016  C4 1.089
12 H -0.31466 -0.55492 2.40239  C4 1.078
13 H 0.65233 -0.85948 -0.37736  N5 1.040
14 H 1.71676 -1.72318 -2.53433  O16 0.966
15 H 0.97375 -2.75250 -1.71561  O16 0.966
16 O 1.11360 -1.79962 -1.78396  H14 0.966, H15 0.966

- Maximum force: 0.7 eV/A
- Highest occupied orbital energy: -14.41 eV
- Frontier orbital gap: 9.60 eV
- 2S+1: 1
- Charge: +1
- Relative energy (zero: lowest compared OMol25 entry of this formula, charge and spin): 21.72 kcal/mol